[1]
334
Properties=species:S:1:pos:R:3:forces:R:3 method="wB97M-V/def2-TZVPD" total_charge=-1 gap_ha=0.3040 total_energy_ha=-6558.15278 largest_force_ev_per_a=5.8 lumo_ev=1.9 homo_energy_ev=-6.402
O -1.8610 -0.0733 2.7757 1.1 -0.4 -3.0
C -1.2456 -0.4685 1.7877 1.9 -0.4 1.6
O -0.7182 0.1842 0.7215 -1.2 0.1 1.8
B -0.0350 -0.7154 -0.2301 -1.0 0.3 0.0
O -0.1303 -2.0396 0.3811 0.1 -0.7 2.5
C -0.6245 -1.9776 1.6871 -3.5 -2.1 0.2
O -0.9671 -2.9095 2.4768 2.5 3.8 -3.6
O 1.3459 -0.2716 -0.5635 0.8 -0.4 1.2
C 1.5291 -0.1089 -1.8288 1.5 1.2 -4.6
O 2.5578 0.1582 -2.5298 -3.6 -1.1 3.5
C 0.0663 -0.2128 -2.4836 -0.2 0.8 -3.9
O -0.7729 -0.5917 -1.5249 0.8 0.0 -0.6
O -0.2035 0.0575 -3.6962 0.9 -1.2 5.1
C 0.4978 6.5346 1.1115 0.4 0.8 0.9
C 1.0196 5.1854 0.6182 -0.2 -1.3 0.7
C -0.2580 4.5525 0.0516 0.8 -2.7 -2.3
C 0.1249 3.2914 -0.8382 1.2 0.4 0.9
C 1.2353 3.5891 -1.8698 -0.7 -0.4 0.8
C 2.5145 4.3423 -1.2939 -0.4 -1.1 -2.2
N 2.0604 5.4127 -0.4626 -2.5 0.7 1.0
O 3.0921 6.2351 0.0505 0.1 -0.4 0.0
C 3.4349 3.3581 -0.5735 0.4 -0.8 0.6
C 3.2664 4.8848 -2.5710 0.7 -0.2 0.7
C 1.5365 4.2723 1.8854 0.1 1.7 -0.2
H 1.1959 7.0930 1.7352 0.3 -0.1 0.0
H -0.4030 6.4389 1.7177 0.0 -0.5 0.1
H 0.1785 7.2301 0.3353 0.3 -0.3 -0.6
H -0.8904 4.0836 0.8055 0.0 0.8 0.4
H -0.8116 5.2377 -0.5904 -0.1 0.2 0.2
H -0.6722 2.7010 -1.2900 -0.5 0.7 -0.2
H 0.5287 2.5283 -0.1728 0.2 0.1 0.5
H 0.7130 4.0356 -2.7159 0.6 0.9 -0.1
H 1.4964 2.6036 -2.2553 0.7 0.0 -0.1
H 2.9804 2.6095 0.0756 -0.8 0.3 0.1
H 3.9850 2.6746 -1.2202 0.3 0.5 -0.5
H 4.1227 3.8764 0.0946 0.2 0.2 -0.3
H 2.7379 5.5531 -3.2509 -0.6 -0.1 0.3
H 4.1993 5.3996 -2.3414 0.0 0.2 0.5
H 3.6719 4.0603 -3.1573 -0.5 -0.3 -0.1
H 1.7522 3.2056 1.8234 0.0 0.1 -1.0
H 0.8895 4.3029 2.7621 -0.7 0.4 -0.3
H 2.4209 4.7980 2.2453 0.4 -0.2 -0.1
H 2.8300 7.0844 -0.3122 0.3 0.2 0.0
C -1.1125 -7.2940 -10.1733 -0.2 1.8 0.1
O -0.6047 -6.1229 -9.4440 0.4 -1.8 -1.4
C -1.4393 -5.3210 -8.6512 0.2 -1.0 0.7
C -0.5384 -4.4761 -7.7995 2.0 0.0 0.7
N 0.6345 -5.3166 -7.2719 -1.5 0.6 -0.7
C 1.8868 -4.5747 -7.2107 -0.1 -0.9 -2.1
C 1.9056 -3.4214 -6.3544 0.1 -0.2 0.3
O 1.6171 -3.9744 -5.1086 -0.2 1.8 1.7
C 1.2871 -2.9063 -4.1878 -0.1 -0.2 -0.8
H -1.5314 -8.1443 -9.6352 0.4 0.2 0.9
H -0.2773 -7.6321 -10.7867 -0.2 0.1 0.0
H -1.9464 -6.9557 -10.7882 0.1 0.0 -0.4
H -1.9521 -5.9756 -7.9465 -0.8 0.0 -0.2
H -2.0685 -4.6755 -9.2641 -0.5 -0.2 0.1
H -1.1163 -4.0083 -7.0025 0.1 -0.1 0.2
H -0.1246 -3.6783 -8.4163 0.1 0.4 -0.2
H 0.7900 -5.8696 -8.1026 -0.1 -0.8 0.2
H 2.0624 -4.1516 -8.1997 0.6 -0.2 -0.7
H 2.7064 -5.2320 -6.9205 -0.1 -0.3 -0.1
H 1.2355 -2.6835 -6.7954 -0.7 0.3 0.8
H 2.8996 -2.9958 -6.4923 0.4 0.4 0.7
H 0.3168 -2.5096 -4.4864 -0.2 0.1 0.2
H 2.0091 -2.1022 -4.3304 0.1 0.2 0.3
H 1.2748 -3.2307 -3.1473 0.1 -0.3 -0.3
C -4.0013 -2.4345 -3.2701 0.8 0.7 -1.0
O -3.2834 -3.6527 -3.1351 -1.4 0.1 1.1
C -2.2635 -3.5812 -2.1515 2.4 -0.8 -1.1
C -2.1130 -4.9357 -1.3707 -1.5 1.9 -0.5
N -2.1134 -6.0312 -2.3222 -0.5 -0.9 0.4
C -2.3738 -7.3149 -1.6332 0.2 0.2 1.7
C -3.2397 -7.3167 -0.3130 -1.0 -1.4 -3.7
O -4.6978 -7.1427 -0.7020 3.6 0.3 1.1
C -5.5528 -7.7898 0.2149 0.1 1.2 -0.6
H -4.3227 -1.9165 -2.3665 0.3 -0.4 0.5
H -4.8844 -2.4539 -3.9088 -0.2 -1.1 0.1
H -3.3529 -1.7796 -3.8521 0.2 0.7 0.3
H -2.2238 -2.6458 -1.5934 -0.7 -0.3 0.6
H -1.3286 -3.5070 -2.7070 0.4 0.2 -0.4
H -3.0065 -4.8292 -0.7555 0.0 -1.2 0.4
H -1.2005 -5.0801 -0.7922 -0.1 1.1 0.7
H -1.1178 -6.1306 -2.4607 0.1 0.2 -1.1
H -1.4155 -7.6383 -1.2267 0.5 -0.2 0.4
H -2.6140 -8.1542 -2.2859 -0.7 0.4 -0.3
H -2.7213 -6.7031 0.4238 -1.1 0.5 0.3
H -3.1544 -8.3710 -0.0499 0.0 -0.1 0.6
H -5.2538 -7.5973 1.2453 -0.2 0.1 0.2
H -5.5915 -8.8657 0.0446 -0.3 -0.1 -0.1
H -6.4386 -7.2184 -0.0625 -0.8 -0.9 0.8
C 0.1468 6.4171 -7.0884 0.7 -2.4 -1.5
O 0.4949 5.0649 -6.6033 -1.2 1.8 1.8
C -0.3315 4.7292 -5.4394 0.2 -1.6 -1.0
C -1.7721 4.3047 -5.8334 -0.2 -0.3 2.2
N -2.5263 3.7746 -4.6564 0.5 1.7 -0.3
C -1.9616 2.7005 -3.8938 -0.6 0.2 0.1
C -3.0844 2.3303 -2.9381 0.3 -2.8 -0.1
O -3.8838 1.3224 -3.6961 -1.0 1.7 1.7
C -5.1117 0.9298 -3.0075 0.6 0.1 -1.4
H -0.6252 6.2050 -7.8280 -0.8 0.7 0.4
H 0.9659 6.6779 -7.7586 0.4 0.4 0.5
H -0.0720 7.1951 -6.3570 0.0 -0.4 0.2
H -0.2570 5.4136 -4.5943 -0.2 0.6 -0.3
H 0.1063 3.8066 -5.0584 0.4 0.0 -0.1
H -1.6611 3.4584 -6.5114 -0.1 0.5 -1.0
H -2.3846 5.1768 -6.0621 0.2 -0.2 -1.2
H -3.4703 3.5009 -4.8888 0.0 0.2 -0.5
H -1.0526 3.0424 -3.3990 -0.1 -0.2 0.2
H -1.7561 1.8443 -4.5364 0.4 -0.4 0.2
H -3.6292 3.1917 -2.5517 -0.4 0.0 -0.4
H -2.7543 1.7510 -2.0759 0.4 0.2 0.3
H -5.7336 1.7129 -2.5737 0.5 0.6 0.0
H -4.9593 0.1790 -2.2321 0.3 -0.1 -0.1
H -5.6936 0.5456 -3.8453 -0.2 -0.5 0.3
C 1.9616 -0.0211 6.7558 1.3 -1.2 -0.8
O 1.6507 -1.4378 6.9095 -1.2 1.2 0.2
C 0.2345 -1.6009 7.2456 0.1 -0.6 -0.9
C -0.2488 -3.0654 7.0595 -1.4 1.0 -1.1
N -1.7990 -3.1206 7.0733 2.3 -1.3 2.2
C -2.4526 -4.3819 6.6190 1.3 1.1 0.4
C -1.7690 -5.6788 7.1669 -1.4 -0.8 -1.5
O -2.4949 -6.8388 6.5280 1.4 1.1 0.5
C -1.6544 -7.9809 6.4059 -0.8 -0.2 -0.4
H 2.9859 0.0643 6.3929 0.5 -0.7 0.3
H 1.9748 0.5667 7.6736 -0.9 -0.1 0.1
H 1.5042 0.4190 5.8697 -1.1 0.2 0.4
H -0.3863 -1.0376 6.5490 0.1 0.5 -0.1
H 0.0571 -1.2393 8.2585 0.0 0.0 0.1
H 0.3640 -3.6673 7.7305 -0.9 -0.5 0.6
H 0.0127 -3.4196 6.0623 0.5 0.2 -0.3
H -2.2800 -2.2430 6.9365 0.1 -0.1 -0.2
H -2.3813 -4.3003 5.5344 -0.2 -1.1 -0.3
H -3.5044 -4.3639 6.9042 0.0 0.0 0.1
H -1.8260 -5.8937 8.2340 -0.3 0.7 0.2
H -0.7101 -5.6954 6.9090 0.0 -0.1 -0.3
H -0.9394 -8.0555 7.2251 0.1 -0.1 -0.1
H -1.1947 -8.0896 5.4236 0.7 0.8 -0.1
H -2.2752 -8.8756 6.3583 -0.4 0.0 0.7
C -5.0195 8.6390 -3.6735 0.6 0.2 0.6
O -5.0871 7.5226 -2.8054 -1.4 0.1 -0.8
C -3.8671 7.1778 -2.1919 -0.9 -0.6 0.0
C -4.1631 6.0087 -1.2478 1.4 -0.2 1.1
N -4.9922 6.3595 -0.1228 -1.5 1.1 -0.1
C -5.7492 5.2606 0.4830 1.9 -0.3 -0.3
C -4.6797 4.3563 1.1695 -0.1 -1.8 1.5
O -4.3464 3.0757 0.5248 -1.0 0.9 -1.0
C -3.3497 2.1759 1.0298 -1.5 0.8 1.4
H -5.9668 8.9755 -4.0949 -0.3 -1.0 -0.1
H -4.2781 8.4269 -4.4438 0.0 0.3 -0.3
H -4.7515 9.5327 -3.1100 0.7 0.2 0.2
H -3.5373 8.1103 -1.7339 0.6 -0.3 0.7
H -3.1230 6.8275 -2.9073 0.1 0.1 -0.3
H -3.2190 5.7270 -0.7814 0.6 -0.2 -0.3
H -4.5153 5.0721 -1.6802 -0.1 0.3 -1.0
H -5.6019 7.0897 -0.4623 -0.5 0.0 0.2
H -6.3831 4.6548 -0.1646 0.2 -0.2 -0.7
H -6.4721 5.6694 1.1889 0.5 0.1 0.4
H -5.1072 4.1543 2.1517 -0.2 -0.6 0.3
H -3.7660 4.8708 1.4667 0.2 0.5 -0.7
H -2.3781 2.6669 1.0847 0.2 -0.5 -0.3
H -3.4551 1.1975 0.5612 0.5 0.5 -1.1
H -3.6382 1.8297 2.0223 0.2 0.6 0.8
C 2.3148 -10.0887 -3.1777 -0.4 0.8 1.4
O 2.3190 -8.8746 -2.3370 -0.6 -1.2 0.3
C 1.4496 -9.0400 -1.1446 0.4 0.6 -1.0
C 1.7760 -8.0059 0.0230 0.6 -1.3 -1.9
N 2.4758 -6.8062 -0.4399 -1.2 -0.8 -0.2
C 1.8246 -5.4980 -0.2475 1.6 0.3 0.4
C 2.8430 -4.4402 -0.6584 1.3 0.2 1.8
O 2.9454 -4.3590 -2.0173 1.7 0.8 -2.8
C 4.0956 -3.5971 -2.5787 -0.9 -0.3 -0.1
H 2.7264 -9.9824 -4.1814 0.1 0.9 0.2
H 1.2879 -10.4324 -3.3021 -0.1 -0.2 0.1
H 2.9216 -10.8495 -2.6867 -0.1 -0.2 0.2
H 1.4866 -10.0657 -0.7779 0.5 -0.2 0.2
H 0.4092 -8.9559 -1.4588 -0.2 0.4 -0.3
H 2.5308 -8.4962 0.6379 -0.4 -0.4 0.3
H 0.8644 -7.8734 0.6056 -0.1 0.3 0.1
H 3.3106 -6.9449 0.1115 0.3 1.6 -0.4
H 1.6094 -5.4338 0.8191 -0.5 0.7 0.1
H 0.9654 -5.1973 -0.8470 -0.4 -1.2 -0.1
H 3.7967 -4.7209 -0.2114 0.5 -0.4 0.0
H 2.7095 -3.4547 -0.2123 -0.9 0.4 0.2
H 3.9625 -2.5162 -2.5342 -0.3 0.1 0.6
H 4.2194 -3.7734 -3.6472 -0.9 -0.6 -0.1
H 5.1028 -3.8327 -2.2351 -0.3 -0.4 1.0
C 2.6263 3.2061 -9.8586 1.4 1.0 -1.5
O 3.9778 3.3447 -9.3228 -2.0 -1.1 1.1
C 4.1456 2.4200 -8.1931 0.3 1.6 0.4
C 3.2792 2.7815 -6.9126 0.6 0.0 -0.5
N 3.6965 1.9657 -5.7645 0.8 0.8 -1.9
C 3.4402 0.5571 -5.9069 -2.5 0.6 0.7
C 1.8993 0.3248 -6.2562 2.0 -1.1 1.1
O 1.7205 0.2700 -7.6072 -1.8 -0.1 -3.2
C 0.3062 -0.0824 -7.9903 2.7 0.8 0.2
H 1.8168 3.7254 -9.3457 0.1 -0.7 0.9
H 2.4372 2.2020 -10.2383 -0.3 -0.3 0.8
H 2.6249 3.7717 -10.7904 0.4 0.2 -0.2
H 5.1553 2.6259 -7.8378 0.1 -0.2 -0.2
H 4.1716 1.3993 -8.5745 -0.7 -0.1 0.2
H 2.2062 2.8038 -7.1032 -0.1 -0.4 -0.1
H 3.5184 3.8155 -6.6641 0.1 0.2 -0.2
H 3.5290 2.3931 -4.8648 -0.5 -0.4 -0.1
H 3.6398 0.2177 -4.8905 0.0 -1.0 -0.3
H 4.0183 0.0777 -6.6969 0.3 0.0 0.2
H 1.3485 1.1722 -5.8479 -0.4 -0.4 0.7
H 1.6519 -0.6996 -5.9779 -0.5 0.4 1.5
H -0.3677 0.4277 -7.3019 -0.2 0.0 -0.2
H 0.1499 -1.1611 -7.9773 0.1 0.0 0.2
H 0.2975 0.2781 -9.0189 -0.6 0.0 0.1
C -11.6018 -1.8676 1.0357 -2.4 0.1 1.8
O -10.5582 -2.0689 0.2351 2.1 -1.0 -1.1
C -9.8051 -1.0058 -0.3040 -0.7 0.3 -0.9
C -8.8240 -0.1856 0.5790 -1.0 -1.6 -0.6
N -7.7088 -1.0689 0.8671 0.1 0.7 0.4
C -6.7025 -0.4484 1.7106 2.1 -2.1 0.7
C -5.4436 -1.4237 1.8120 -0.2 1.1 -1.1
O -5.5537 -2.3845 2.8477 0.0 0.7 0.4
C -4.3318 -3.0347 3.1717 -0.4 -0.9 0.4
H -11.2976 -1.5232 2.0241 -0.2 -0.1 0.4
H -12.1879 -2.7855 1.0804 0.6 -0.6 0.6
H -12.4504 -1.2611 0.7193 0.4 1.2 -0.8
H -10.5379 -0.4062 -0.8440 0.0 0.8 0.2
H -9.2945 -1.5333 -1.1098 0.7 0.4 0.2
H -9.2866 0.0999 1.5238 -0.4 0.6 0.0
H -8.5384 0.6757 -0.0248 0.2 0.1 0.2
H -8.1200 -1.8051 1.4229 0.1 -0.6 -0.1
H -6.8833 -0.3950 2.7842 -1.0 0.5 0.3
H -6.4054 0.5424 1.3669 0.0 -0.1 -0.3
H -4.5714 -0.7777 1.9118 0.3 0.0 0.6
H -5.3003 -1.9188 0.8515 -0.2 -0.2 -0.2
H -3.5213 -2.4348 3.5857 0.0 0.7 -0.7
H -4.0197 -3.6808 2.3512 0.4 0.3 -0.3
H -4.5138 -3.7216 3.9982 -0.6 -0.1 0.0
C -4.8004 2.7063 11.4312 -0.2 -2.1 -1.1
O -4.9220 2.6813 10.0182 1.2 0.3 -0.1
C -4.5511 3.8383 9.3312 -1.3 0.0 -2.4
C -4.7906 3.4301 7.7995 1.6 -1.7 2.8
N -3.7520 2.2988 7.4999 -0.9 1.8 -1.5
C -3.9187 1.8412 6.0882 -0.1 0.0 1.5
C -3.2642 0.4718 5.8579 -0.3 -0.7 -0.5
O -3.5124 -0.5806 6.8255 1.5 1.1 1.0
C -4.8475 -0.9382 7.0077 -0.7 0.3 -1.1
H -3.8871 3.1653 11.8098 -0.5 0.8 0.1
H -4.6245 1.6398 11.5714 -0.1 -0.1 0.9
H -5.8102 2.9129 11.7859 0.5 0.7 0.9
H -3.5473 4.2538 9.4195 0.5 -0.7 0.5
H -5.2208 4.6392 9.6447 -0.3 0.4 -0.3
H -4.7105 4.3302 7.1899 0.5 -0.4 -0.4
H -5.8018 3.0242 7.7683 -0.1 0.1 -0.3
H -3.7352 1.4709 8.0781 -0.7 0.4 0.7
H -3.4168 2.6225 5.5175 -0.2 -0.4 -0.7
H -4.9860 1.8210 5.8678 -0.2 0.0 -0.4
H -2.1943 0.6472 5.7449 0.1 -0.5 0.6
H -3.5615 -0.0237 4.9337 -0.2 0.7 -0.6
H -5.4524 -0.0463 7.1712 -0.3 0.0 0.4
H -4.9893 -1.6776 7.7960 0.4 0.3 0.2
H -5.2094 -1.3815 6.0800 -0.3 -0.2 -0.2
C 6.0721 1.3584 6.7844 1.7 0.6 1.2
O 6.6734 1.9172 5.6120 -1.2 -1.3 -0.5
C 6.5004 0.9662 4.5436 0.2 1.7 -0.6
C 7.4725 -0.1762 4.4618 -1.1 -2.5 0.3
N 7.3736 -0.9181 3.1748 0.8 0.9 -1.4
C 8.3087 -0.2621 2.2087 0.1 -0.7 -0.1
C 8.1361 -0.7317 0.6793 -1.5 1.6 2.1
O 6.7295 -0.6225 0.2558 1.7 -3.1 2.2
C 6.3491 0.6465 -0.0797 0.3 0.5 -1.3
H 5.7105 2.1776 7.4059 0.0 0.1 -0.1
H 6.9114 0.8961 7.3038 -0.1 -0.1 0.6
H 5.3151 0.5742 6.7709 -0.3 0.2 -1.1
H 6.6153 1.4968 3.5984 -0.2 0.5 0.0
H 5.4598 0.6493 4.6124 0.1 -0.6 -0.4
H 7.1062 -0.9202 5.1692 0.4 -0.1 0.5
H 8.5329 -0.0423 4.6758 -0.2 0.7 0.0
H 6.5056 -0.7268 2.6952 -0.9 -0.1 0.5
H 9.2880 -0.5660 2.5784 0.4 0.1 -0.5
H 8.2426 0.8087 2.4015 0.1 0.4 -0.7
H 8.5259 -1.7491 0.7111 -0.6 -0.1 -0.8
H 8.6770 -0.0509 0.0220 0.5 -0.2 0.0
H 6.8482 0.7655 -1.0414 -0.3 1.1 -0.5
H 6.6953 1.4156 0.6107 -0.2 0.2 0.2
H 5.2677 0.6289 -0.2150 0.1 0.3 0.1
C 6.7926 4.7869 -6.8304 1.3 0.8 -0.4
C 7.1033 4.1021 -5.5098 -0.4 0.9 0.6
C 8.1940 4.8506 -4.6461 -0.8 -0.5 -0.2
O 8.7691 4.0779 -3.5740 0.5 0.0 -1.5
C 8.0332 3.8970 -2.4093 -0.9 1.3 0.1
N 5.7797 3.9181 -4.8794 1.3 0.4 0.8
H 6.2851 5.7513 -6.8519 -0.8 -0.2 1.0
H 6.2631 4.1096 -7.5004 0.3 0.2 -0.1
H 7.7326 5.1615 -7.2358 0.4 -0.7 -0.7
H 7.6138 3.1605 -5.7122 -0.1 -0.4 -0.3
H 7.8593 5.8312 -4.3076 -0.4 0.0 0.4
H 9.0077 5.0699 -5.3375 0.2 -0.3 0.1
H 8.7062 3.6010 -1.6046 -0.1 -0.4 -0.2
H 7.1417 3.2816 -2.5299 0.3 -0.7 0.1
H 7.6004 4.8560 -2.1246 0.0 0.4 0.3
H 5.9206 3.3240 -4.0749 -0.4 -0.2 0.2
H 5.1792 3.4029 -5.5072 0.1 -0.3 -0.1
C -0.5022 3.4217 5.7504 0.4 -0.2 -0.5
C -0.2351 3.0769 7.2831 2.3 -0.9 -3.5
C 1.3021 3.3339 7.6694 -1.6 0.6 1.6
O 1.4660 2.8430 9.0596 1.4 -0.7 -1.1
C 2.8498 2.6771 9.5298 -1.2 0.3 -0.6
N -1.0966 3.9065 7.9550 -1.0 2.4 2.3
H -1.5206 3.6338 5.4248 -0.6 -0.1 1.1
H -0.2752 2.6914 4.9738 0.8 -0.5 0.4
H -0.0378 4.3543 5.4299 0.6 0.1 0.4
H -0.4957 2.0395 7.4928 0.5 -0.6 -0.3
H 1.4599 4.4086 7.7603 -0.3 0.4 -0.3
H 2.0659 3.0333 6.9522 -0.2 -0.9 0.1
H 3.1433 3.5713 10.0798 0.1 0.0 0.0
H 3.5762 2.4886 8.7393 -0.2 0.3 -0.4
H 2.9312 1.7929 10.1619 -0.5 0.1 0.2
H -0.9144 3.8152 8.9442 -0.2 0.1 0.4
H -2.0434 3.5992 7.7841 -0.3 -0.2 0.1
C 4.3033 -3.0668 4.9163 0.4 0.9 0.9
C 3.6974 -2.9796 3.5333 1.1 -0.9 0.8
C 2.9081 -1.7582 3.2876 -1.4 0.8 -0.2
O 3.6295 -0.5397 3.2505 0.9 -0.5 0.4
C 3.1760 0.3340 2.2560 -0.1 -0.2 -0.3
N 4.7334 -3.1185 2.5033 -0.2 -0.5 0.3
H 3.5887 -2.6399 5.6200 0.0 0.1 0.1
H 5.2076 -2.4602 4.9645 0.1 0.2 0.1
H 4.5800 -4.0287 5.3478 -0.1 -0.3 -0.7
H 2.9579 -3.7803 3.5407 0.0 -0.3 -0.7
H 2.0838 -1.5922 3.9812 -0.2 -0.4 0.4
H 2.4406 -2.0386 2.3438 -0.2 0.8 -0.6
H 3.5224 1.3458 2.4664 -0.1 0.0 0.1
H 2.0884 0.2760 2.2127 -0.2 0.4 -0.1
H 3.5656 0.0282 1.2850 0.0 0.0 -0.3
H 4.3909 -2.8228 1.6003 -0.2 -0.1 -0.3
H 5.4658 -2.4574 2.7194 0.3 -0.1 0.1



[2]
14
Properties=species:S:1:pos:R:3:forces:R:3 method="wB97M-V/def2-TZVPD" smiles="C=NC.C=C" gap_ha=0.3847 total_energy_ha=-212.45644 largest_force_ev_per_a=3.4 lumo_ev=1.1 homo_energy_ev=-9.347
C 0.1253 -1.1823 -2.6863 -1.2 -0.7 -0.4
C 1.1522 -0.9101 -1.9098 1.0 -0.3 -0.2
H -0.5231 -2.0492 -2.5532 -0.1 0.3 0.8
H -0.2402 -0.6341 -3.5481 0.9 0.2 -0.2
H 1.3534 -1.3979 -0.9631 -0.2 -0.5 -0.3
H 1.9934 -0.3142 -2.2368 -0.4 0.9 0.1
C 0.4599 0.0525 1.0660 -1.2 2.8 1.7
C -1.4886 1.0724 2.0051 2.1 -0.7 -0.9
N -0.2905 1.2474 1.6255 0.0 0.4 0.3
H 1.4085 0.5430 0.8697 0.3 -0.8 -0.7
H -0.1687 -0.1977 0.2223 0.6 -0.8 -0.3
H 0.5596 -0.6389 1.9024 0.0 -0.5 -0.5
H -2.0163 1.9444 2.3659 -0.5 -0.3 0.2
H -1.7988 0.0280 1.8940 -1.3 0.3 0.5



[3]
11
Properties=species:S:1:pos:R:3:forces:R:3 method="wB97M-V/def2-TZVPD" total_charge=+1 gap_ha=0.3803 total_energy_ha=-549.70887 largest_force_ev_per_a=2.8 lumo_ev=-4.6 homo_energy_ev=-14.941
C -0.7358 0.5289 -0.1894 0.3 0.9 -0.7
N 1.3103 -0.5492 0.0722 0.0 1.4 2.4
N -1.1423 0.6308 1.0778 0.7 -1.4 -1.8
S -1.4650 -0.4962 -1.3341 -0.7 -0.5 0.1
H -0.0991 1.3247 -0.5115 0.0 0.4 -0.5
H 1.9874 -0.5137 -0.6331 0.9 -0.3 -1.6
H 0.8902 -1.4765 0.1410 0.8 0.2 0.5
H -0.4745 1.2070 1.5549 -0.2 0.1 1.1
H 1.8608 -0.1622 0.9079 -1.4 -1.5 -1.1
H -1.3063 -0.3185 1.3944 -0.6 0.4 1.2
H -0.8256 -0.1750 -2.4802 0.2 0.3 0.5